Record 1
C58H143N10O14Sn2 | the ωB97M-V functional and the def2-TZVPD basis

Structure (XYZ):
```
227
Properties=species:S:1:pos:R:3:lowdin_charge:R:1
Sn 0.41 -3.12 0.79 1.368
Sn -0.20 -3.06 -2.64 1.361
C -3.48 -5.25 -0.67 0.041
C -2.16 -4.52 -0.87 -0.666
O -1.85 -4.32 -2.06 -0.179
O -1.47 -4.22 0.13 -0.161
H -3.36 -6.07 -1.41 0.105
H -4.28 -4.65 -1.08 0.069
H -3.75 -5.50 0.35 0.085
C -1.28 0.25 -1.37 -0.031
C 0.03 -0.56 -1.26 -0.525
C 0.86 0.04 -0.13 -0.079
O -0.26 -1.92 -0.95 -0.558
H -0.88 1.32 -1.45 0.097
H -1.81 0.10 -0.45 0.048
H -1.87 -0.16 -2.19 0.057
H 0.67 -0.43 -2.19 0.111
H 1.93 -0.28 -0.02 0.101
H 0.36 -0.14 0.82 0.030
H 0.85 1.12 -0.24 0.073
C 3.03 -5.60 -0.62 -0.030
C 1.76 -5.21 -1.46 -0.430
C 0.77 -6.28 -1.80 -0.058
O 0.95 -3.93 -1.21 -0.604
H 2.75 -6.24 0.25 0.076
H 3.68 -4.75 -0.33 0.079
H 3.68 -6.18 -1.28 0.082
H 2.21 -4.94 -2.42 0.102
H -0.11 -6.30 -1.17 0.068
H 1.17 -7.29 -1.86 0.095
H 0.28 -6.01 -2.75 0.076
C -4.39 3.46 3.48 -0.018
C -3.61 4.66 2.81 -0.471
C -2.11 4.53 3.08 -0.139
C -1.45 3.44 2.21 -0.174
C -1.62 3.75 0.75 -0.130
C -3.09 3.91 0.29 -0.500
N -3.75 4.80 1.30 -0.086
O -5.05 5.05 0.86 -0.059
C -3.01 4.67 -1.07 -0.022
C -3.76 2.58 0.07 -0.026
C -4.13 5.97 3.41 -0.035
H -5.43 3.46 3.22 0.071
H -4.31 3.52 4.56 0.076
H -3.99 2.44 3.29 0.050
H -1.61 5.47 3.01 0.114
H -2.09 4.24 4.14 0.116
H -1.83 2.47 2.55 0.076
H -0.38 3.43 2.52 0.108
H -1.24 2.98 0.07 0.094
H -1.06 4.67 0.57 0.118
H -4.01 5.01 -1.40 0.085
H -2.36 5.55 -0.94 0.089
H -2.55 4.00 -1.86 0.073
H -3.20 2.02 -0.73 0.073
H -3.80 1.99 0.95 0.046
H -4.80 2.73 -0.35 0.105
H -3.84 6.02 4.45 0.080
H -5.21 6.05 3.27 0.085
H -3.62 6.81 2.91 0.098
H -5.76 4.36 0.99 0.121
C 3.68 1.33 -2.43 -0.018
C 3.79 2.64 -3.36 -0.476
C 2.48 3.01 -3.96 -0.164
C 2.37 4.38 -4.70 -0.168
C 3.01 5.50 -3.88 -0.118
C 4.45 5.06 -3.38 -0.477
N 4.28 3.81 -2.59 -0.061
O 5.57 3.44 -2.06 -0.046
C 5.48 5.06 -4.52 -0.039
C 4.84 6.18 -2.36 -0.037
C 4.70 2.07 -4.50 -0.035
H 3.07 0.57 -2.93 0.052
H 3.20 1.57 -1.46 0.062
H 4.68 0.89 -2.29 0.083
H 2.25 2.18 -4.62 0.093
H 1.61 3.05 -3.24 0.129
H 1.30 4.51 -4.71 0.091
H 2.76 4.22 -5.72 0.110
H 2.40 5.69 -3.02 0.106
H 3.02 6.40 -4.53 0.128
H 6.46 4.64 -4.21 0.088
H 5.21 4.55 -5.47 0.075
H 5.84 6.09 -4.73 0.088
H 4.97 7.12 -2.96 0.099
H 4.11 6.35 -1.61 0.059
H 5.77 5.94 -1.88 0.069
H 4.43 2.53 -5.46 0.077
H 4.54 0.98 -4.53 0.060
H 5.76 2.19 -4.30 0.082
H 5.48 3.39 -1.10 0.055
C -0.47 -7.37 3.63 -0.035
C -0.13 -5.84 3.39 -0.348
C 1.08 -5.39 4.21 -0.253
O 0.90 -5.72 5.53 -0.200
C 2.08 -5.60 6.31 -0.091
N 0.05 -5.46 1.95 -0.026
H -0.71 -7.64 4.66 0.069
H 0.36 -8.02 3.33 0.077
H -1.39 -7.66 3.06 0.081
H -1.00 -5.26 3.73 0.135
H 1.24 -4.32 4.17 0.109
H 1.97 -5.87 3.83 0.119
H 1.94 -6.28 7.19 0.097
H 2.15 -4.56 6.71 0.072
H 2.95 -5.93 5.69 0.102
H 0.83 -5.95 1.60 0.037
H -0.73 -5.80 1.35 0.086
C 1.08 -0.58 -7.02 -0.043
C 0.87 -1.15 -5.59 -0.460
C 2.29 -1.34 -5.15 -0.240
O 2.35 -1.69 -3.77 -0.283
C 3.46 -2.51 -3.48 -0.082
N 0.17 -0.42 -4.59 0.054
H 1.67 -1.23 -7.66 0.085
H 1.57 0.37 -6.89 0.070
H 0.17 -0.28 -7.52 0.072
H 0.50 -2.22 -5.67 0.134
H 2.98 -0.47 -5.24 0.126
H 2.68 -2.12 -5.82 0.131
H 4.35 -1.90 -3.54 0.091
H 3.54 -3.32 -4.17 0.082
H 3.26 -2.91 -2.50 0.075
H 0.60 0.49 -4.44 0.075
H -0.77 -0.19 -4.88 0.068
C -2.47 -2.45 6.51 -0.042
C -1.09 -1.92 6.82 -0.452
C -1.22 -0.52 7.38 -0.203
O -1.82 0.41 6.44 -0.194
C -1.18 1.65 6.71 -0.100
N -0.24 -2.77 7.64 0.070
H -2.45 -3.40 5.95 0.084
H -3.08 -1.78 5.92 0.064
H -2.97 -2.64 7.41 0.062
H -0.56 -1.73 5.88 0.109
H -0.20 -0.28 7.64 0.109
H -1.78 -0.52 8.28 0.124
H -1.41 1.88 7.77 0.101
H -1.71 2.45 6.19 0.078
H -0.13 1.68 6.47 0.075
H -0.32 -3.71 7.30 0.068
H -0.50 -2.67 8.62 0.085
C 5.26 2.15 3.26 -0.056
C 5.17 2.36 1.73 -0.413
C 3.88 3.08 1.47 -0.210
O 3.92 4.30 2.22 -0.221
C 2.69 4.90 2.47 -0.111
N 6.31 3.10 1.15 0.068
H 4.34 1.93 3.72 0.040
H 5.59 3.08 3.69 0.076
H 5.99 1.39 3.48 0.074
H 5.10 1.37 1.21 0.139
H 3.06 2.41 1.92 0.131
H 3.67 3.28 0.38 0.127
H 2.23 5.23 1.51 0.096
H 2.81 5.72 3.19 0.095
H 2.10 4.04 2.94 0.092
H 6.42 3.91 1.75 0.079
H 7.16 2.58 1.20 0.071
C 2.56 0.15 5.56 -0.067
C 2.83 -1.01 4.71 -0.436
C 4.18 -0.97 3.94 -0.211
O 4.31 -2.10 3.11 -0.186
C 5.44 -1.90 2.20 -0.060
N 2.62 -2.29 5.44 0.060
H 1.55 -0.07 5.99 0.076
H 2.51 1.07 4.99 0.073
H 3.35 0.29 6.33 0.111
H 2.13 -1.03 3.91 0.089
H 5.08 -0.86 4.55 0.133
H 4.21 -0.07 3.33 0.073
H 5.76 -0.88 2.27 0.053
H 5.05 -2.16 1.22 0.075
H 6.33 -2.56 2.38 0.103
H 3.46 -2.82 5.71 0.079
H 2.26 -2.05 6.39 0.058
C -0.66 -0.39 3.37 -0.032
C -1.84 -1.22 2.86 -0.433
C -3.09 -0.41 3.03 -0.248
O -4.25 -1.11 2.65 -0.148
C -5.33 -0.43 3.30 -0.103
N -1.65 -1.61 1.49 0.012
H 0.27 -0.92 3.11 0.043
H -0.79 -0.29 4.45 0.055
H -0.65 0.65 2.85 0.108
H -1.89 -2.13 3.48 0.147
H -3.00 0.54 2.44 0.112
H -3.07 -0.09 4.09 0.119
H -6.22 -1.09 3.32 0.093
H -5.61 0.58 2.87 0.094
H -5.17 -0.21 4.38 0.092
H -1.54 -0.70 1.02 0.051
H -2.58 -1.89 1.19 0.104
C -1.79 3.14 -4.34 -0.080
C -3.18 2.60 -4.74 -0.399
C -3.56 3.00 -6.15 -0.210
O -4.78 2.35 -6.38 -0.207
C -5.43 2.62 -7.60 -0.104
N -3.13 1.10 -4.55 0.068
H -1.11 2.89 -5.17 0.072
H -1.40 2.59 -3.50 0.038
H -1.68 4.25 -4.21 0.093
H -3.92 3.08 -4.11 0.126
H -2.89 2.70 -6.95 0.133
H -3.66 4.08 -6.03 0.132
H -5.00 1.97 -8.39 0.092
H -5.31 3.66 -7.91 0.088
H -6.50 2.39 -7.52 0.090
H -3.04 0.90 -3.56 0.020
H -4.00 0.67 -4.90 0.081
C -4.90 -5.58 -5.58 -0.050
C -4.28 -4.12 -5.48 -0.380
C -4.76 -3.53 -4.19 -0.170
O -4.02 -2.35 -3.77 -0.206
C -4.43 -1.72 -2.63 -0.143
N -2.77 -4.21 -5.58 0.048
H -5.97 -5.61 -5.34 0.083
H -4.54 -6.13 -4.74 0.051
H -4.76 -6.11 -6.50 0.067
H -4.67 -3.58 -6.37 0.134
H -4.48 -4.34 -3.54 0.093
H -5.82 -3.28 -4.00 0.141
H -3.89 -0.78 -2.61 0.057
H -4.09 -2.24 -1.74 0.078
H -5.51 -1.56 -2.59 0.098
H -2.39 -3.45 -5.00 0.027
H -2.38 -5.09 -5.25 0.064
```

## Properties
Frontier orbital gap (eV): 8.43
E_tot (eV): -117682.6415
Lowest unoccupied orbital energy (eV): -1.5853
E_HOMO (eV): -10.01
Charge: +1

=====

Record 2
C58H152N12O17 | the ωB97M-V functional and the def2-TZVPD basis

Structure (XYZ):
```
239
Properties=species:S:1:pos:R:3:lowdin_charge:R:1
C 3.86 -6.53 1.56 -0.075
C 4.23 -6.17 0.16 -0.471
C 3.44 -6.96 -0.87 -0.192
O 3.90 -8.33 -0.83 -0.204
C 3.13 -9.26 -1.61 -0.104
N 4.07 -4.74 -0.01 0.041
H 3.92 -7.60 1.76 0.079
H 2.83 -6.21 1.69 0.080
H 4.50 -6.07 2.31 0.080
H 5.30 -6.39 0.08 0.143
H 3.58 -6.59 -1.88 0.119
H 2.36 -6.96 -0.68 0.123
H 2.95 -8.97 -2.65 0.084
H 2.18 -9.34 -1.08 0.079
H 3.51 -10.28 -1.53 0.084
H 4.52 -4.47 -0.88 0.068
H 3.10 -4.61 -0.27 0.066
C -5.88 11.27 1.82 -0.069
C -5.91 10.44 3.15 -0.409
C -4.98 9.22 3.08 -0.185
O -5.52 8.19 2.21 -0.183
C -4.66 7.09 1.99 -0.132
N -5.47 11.34 4.20 0.020
H -4.90 11.59 1.48 0.072
H -6.39 12.24 1.91 0.066
H -6.33 10.67 1.04 0.070
H -6.92 10.05 3.31 0.138
H -4.72 8.83 4.07 0.118
H -4.00 9.56 2.73 0.117
H -5.04 6.36 1.27 0.084
H -4.50 6.61 2.95 0.082
H -3.65 7.27 1.62 0.079
H -6.16 12.08 4.31 0.068
H -4.66 11.81 3.84 0.066
C -3.04 -5.57 13.65 -0.068
C -3.94 -5.75 12.42 -0.418
C -3.08 -6.30 11.24 -0.188
O -3.93 -6.53 10.08 -0.193
C -3.16 -6.99 8.97 -0.126
N -4.92 -6.77 12.70 0.027
H -2.28 -4.81 13.46 0.070
H -2.47 -6.46 13.91 0.076
H -3.57 -5.21 14.53 0.076
H -4.45 -4.84 12.09 0.140
H -2.60 -7.24 11.50 0.119
H -2.24 -5.65 10.99 0.115
H -2.77 -8.00 9.15 0.079
H -2.22 -6.46 8.82 0.078
H -3.65 -7.08 8.01 0.086
H -5.28 -7.00 11.79 0.059
H -4.43 -7.62 12.92 0.069
C -2.80 -5.55 -7.84 -0.050
C -2.01 -4.48 -6.97 -0.431
C -0.53 -4.75 -6.85 -0.216
O 0.10 -4.72 -8.13 -0.184
C 1.40 -5.27 -8.11 -0.126
N -2.33 -3.15 -7.42 0.044
H -2.44 -5.63 -8.86 0.065
H -3.82 -5.19 -7.97 0.065
H -2.87 -6.57 -7.46 0.066
H -2.41 -4.60 -5.96 0.131
H -0.35 -5.75 -6.45 0.117
H 0.00 -4.08 -6.17 0.123
H 2.14 -4.61 -7.65 0.083
H 1.77 -5.29 -9.13 0.083
H 1.54 -6.28 -7.73 0.087
H -1.95 -2.54 -6.71 0.072
H -1.72 -3.02 -8.22 0.071
C 0.31 1.03 -1.21 -0.073
C -0.35 0.02 -2.07 -0.456
C -1.47 -0.65 -1.27 -0.208
O -0.80 -1.47 -0.31 -0.170
C -1.80 -2.30 0.29 -0.127
N -0.72 0.58 -3.36 0.027
H 1.10 0.56 -0.63 0.082
H -0.35 1.48 -0.47 0.079
H 0.67 1.84 -1.86 0.076
H 0.31 -0.81 -2.31 0.138
H -2.06 -1.26 -1.96 0.121
H -2.10 0.09 -0.77 0.124
H -1.42 -2.99 1.05 0.080
H -2.19 -3.05 -0.40 0.084
H -2.61 -1.81 0.81 0.087
H 0.06 0.93 -3.88 0.068
H -1.38 1.34 -3.25 0.069
C 2.60 -0.32 -11.93 -0.103
C 2.21 -0.96 -13.22 -0.461
C 3.43 -1.59 -13.83 -0.195
O 3.00 -2.25 -15.04 -0.183
C 4.07 -2.91 -15.69 -0.120
N 1.12 -1.84 -12.81 0.034
H 3.38 0.44 -11.90 0.081
H 2.92 -1.05 -11.19 0.077
H 1.73 0.08 -11.42 0.082
H 1.69 -0.23 -13.83 0.146
H 3.92 -2.23 -13.11 0.129
H 4.13 -0.78 -14.05 0.126
H 4.88 -2.24 -15.98 0.083
H 3.65 -3.26 -16.64 0.084
H 4.46 -3.79 -15.17 0.085
H 0.90 -2.44 -13.58 0.065
H 1.33 -2.53 -12.10 0.070
C -0.99 7.75 -4.08 -0.059
C -1.36 7.48 -5.55 -0.450
C -2.80 6.99 -5.77 -0.192
O -3.08 5.81 -4.97 -0.193
C -4.41 5.29 -5.18 -0.105
N -1.07 8.64 -6.37 0.035
H 0.07 7.98 -4.03 0.075
H -1.13 6.88 -3.43 0.073
H -1.57 8.58 -3.68 0.075
H -0.64 6.71 -5.82 0.131
H -2.97 6.78 -6.83 0.115
H -3.49 7.79 -5.53 0.121
H -4.53 4.33 -4.67 0.082
H -4.84 5.27 -6.18 0.084
H -5.06 5.92 -4.57 0.078
H -1.52 9.44 -5.94 0.067
H -1.60 8.53 -7.22 0.062
C -8.21 -5.82 -2.93 -0.114
O -7.56 -4.86 -2.09 -0.183
C -8.38 -3.73 -1.80 -0.230
C -8.48 -2.69 -2.90 -0.224
N -9.47 -1.68 -2.61 -0.076
C -9.13 -0.75 -1.53 -0.201
C -10.26 0.20 -1.10 -0.173
O -10.40 1.33 -2.03 -0.234
C -10.65 2.64 -1.54 -0.103
H -7.68 -6.76 -2.75 0.086
H -8.28 -5.61 -3.99 0.081
H -9.23 -6.02 -2.59 0.081
H -7.93 -3.24 -0.94 0.113
H -9.36 -4.11 -1.49 0.121
H -8.86 -3.16 -3.80 0.116
H -7.50 -2.30 -3.16 0.119
H -9.91 -1.12 -3.34 0.113
H -8.22 -0.23 -1.83 0.121
H -8.98 -1.32 -0.61 0.105
H -9.91 0.59 -0.14 0.106
H -11.25 -0.23 -0.91 0.121
H -10.77 3.24 -2.44 0.086
H -9.76 2.97 -1.00 0.083
H -11.56 2.61 -0.95 0.084
C -0.64 -12.90 3.11 -0.100
O 0.06 -13.68 4.10 -0.207
C 1.47 -13.70 3.87 -0.208
C 2.28 -14.27 5.11 -0.168
N 2.05 -15.72 5.37 -0.066
C 2.73 -16.63 4.47 -0.201
C 2.46 -18.12 4.74 -0.239
O 3.02 -18.44 5.97 -0.212
C 2.97 -19.82 6.30 -0.091
H -0.42 -11.83 3.23 0.079
H -1.70 -12.99 3.35 0.085
H -0.40 -13.22 2.10 0.083
H 1.76 -12.69 3.60 0.111
H 1.60 -14.37 3.01 0.103
H 2.08 -13.71 6.02 0.111
H 3.34 -14.05 4.97 0.100
H 2.27 -15.92 6.33 0.100
H 3.81 -16.46 4.49 0.117
H 2.35 -16.38 3.48 0.108
H 2.98 -18.69 3.97 0.115
H 1.44 -18.50 4.77 0.122
H 3.27 -20.00 7.34 0.083
H 3.77 -20.28 5.73 0.089
H 1.94 -20.18 6.23 0.088
C 7.44 11.83 -6.28 -0.147
O 7.47 10.48 -6.21 -0.196
C 6.22 9.82 -6.16 -0.208
C 6.29 8.24 -6.20 -0.158
N 7.35 7.78 -5.24 -0.036
C 6.68 7.63 -3.95 -0.246
C 7.62 7.27 -2.85 -0.265
O 8.16 8.44 -2.30 -0.182
C 9.45 8.21 -1.63 -0.074
H 7.19 12.05 -7.31 0.093
H 8.41 12.23 -5.97 0.094
H 6.71 12.27 -5.59 0.090
H 5.62 10.18 -6.99 0.114
H 5.63 10.08 -5.28 0.108
H 6.50 8.08 -7.26 0.100
H 5.36 7.72 -5.99 0.110
H 7.93 8.59 -5.08 0.085
H 5.89 6.89 -4.03 0.118
H 6.18 8.55 -3.64 0.117
H 8.30 6.49 -3.18 0.126
H 7.01 6.81 -2.07 0.117
H 9.85 9.10 -1.14 0.080
H 10.17 8.10 -2.44 0.078
H 9.55 7.32 -1.02 0.083
C -1.61 14.38 -3.10 -0.113
O -0.32 13.93 -2.83 -0.174
C 0.50 14.89 -2.28 -0.240
C 1.87 14.25 -1.81 -0.237
N 1.68 13.25 -0.83 -0.072
C 2.98 12.64 -0.39 -0.164
C 2.75 11.62 0.80 -0.209
O 2.09 10.45 0.29 -0.212
C 1.82 9.43 1.30 -0.084
H -1.48 15.12 -3.89 0.088
H -2.09 14.88 -2.26 0.085
H -2.33 13.62 -3.43 0.088
H 0.05 15.40 -1.43 0.117
H 0.81 15.73 -2.90 0.114
H 2.53 15.04 -1.46 0.115
H 2.39 13.83 -2.67 0.111
H 1.11 12.55 -1.28 0.105
H 3.67 13.39 0.00 0.114
H 3.38 12.10 -1.25 0.112
H 2.22 12.14 1.60 0.117
H 3.70 11.23 1.16 0.108
H 1.97 8.42 0.90 0.077
H 0.84 9.44 1.78 0.082
H 2.67 9.46 1.98 0.074
C 1.92 -0.58 8.16 -0.106
O 2.00 -0.32 9.54 -0.194
C 2.55 -1.31 10.35 -0.245
C 2.38 -0.92 11.80 -0.206
N 3.19 -1.75 12.71 -0.066
C 2.99 -1.36 14.10 -0.214
C 4.24 -1.66 14.95 -0.219
O 4.31 -3.08 15.06 -0.216
C 5.27 -3.63 15.97 -0.095
H 1.53 -1.57 7.94 0.087
H 2.92 -0.52 7.71 0.079
H 1.48 0.26 7.63 0.088
H 3.58 -1.45 10.03 0.127
H 2.05 -2.26 10.16 0.118
H 1.36 -0.90 12.18 0.118
H 2.75 0.09 11.96 0.118
H 3.09 -2.73 12.47 0.111
H 2.21 -1.98 14.54 0.115
H 2.70 -0.33 14.29 0.120
H 4.03 -1.34 15.97 0.115
H 5.11 -1.17 14.52 0.121
H 4.93 -3.63 17.01 0.075
H 6.21 -3.08 15.96 0.085
H 5.27 -4.69 15.71 0.086
```

## Properties
ΔE to the lowest compared entry with this formula, charge and spin (eV): 5.879
SMILES: COC[C@H](C)N.COC[C@H](C)N.COC[C@H](C)N.COC[C@H](C)N.COC[C@H](C)N.COC[C@H](C)N.COC[C@H](C)N.COCCNCCOC.COCCNCCOC.COCCNCCOC.COCCNCCOC.COCCNCCOC
Frontier orbital gap (eV): 8.87
E_tot (eV): -115283.0471
Lowest unoccupied orbital energy (eV): 0.2951
E_HOMO (eV): -8.57